Entry from the Open Molecules 2025 dataset: a cluster of 15 separate species, C35H65ClF9N17O31S in total (ωB97M-V/def2-TZVPD).

Values from the calculation:
E_HOMO in eV: -8.10
Lowest unoccupied orbital energy in Ha: -0.018
Relative energy (zero: lowest compared OMol25 entry of this formula, charge and spin) in kJ/mol: 0.0
Electronic energy in eV: -173929.2628

Cartesian coordinates (Å):
Cl (0.214, 2.938, 1.232)
S (6.436, 5.820, -0.197)
F (5.949, 3.231, 0.096)
F (3.880, 5.256, -1.879)
F (6.474, 5.755, -1.778)
F (5.216, 6.813, -0.207)
F (5.150, 3.506, -2.356)
F (7.413, 7.057, -0.259)
F (7.707, 4.870, -0.139)
F (4.448, 4.516, 0.928)
F (6.469, 5.887, 1.388)
O (-10.396, -2.096, 1.042)
O (3.167, -5.587, -1.345)
O (2.637, 3.448, 8.963)
O (-11.544, -0.461, -3.331)
O (-6.217, -0.421, -0.400)
O (4.058, 3.318, -8.099)
O (0.079, -5.970, 0.249)
O (-11.596, -1.599, -1.499)
O (2.373, -6.758, -2.973)
O (-7.660, -0.296, 1.192)
O (3.310, 4.818, -6.742)
O (4.338, 0.936, 6.991)
O (-6.635, 2.214, -3.877)
O (2.189, 3.619, 2.719)
O (10.161, 9.746, -0.915)
O (-1.713, -6.087, 2.860)
O (8.799, 0.100, -3.918)
O (-2.678, -4.187, 2.535)
O (-11.177, -0.449, 2.186)
O (-1.972, -9.387, 1.324)
O (11.681, 8.621, -1.950)
O (-0.324, -2.665, -2.545)
O (-3.652, 1.400, -1.602)
O (3.878, 1.115, 4.896)
O (2.959, 0.164, -3.883)
O (3.285, 4.919, 10.401)
O (-0.741, -7.470, -1.059)
O (-0.433, -10.370, 0.183)
O (8.899, 1.406, -5.631)
O (-1.786, 0.601, -2.345)
O (-7.338, 2.521, -1.863)
N (1.256, -1.326, -3.556)
N (-0.521, -2.087, 0.350)
N (8.382, 1.002, -4.612)
N (-7.004, 2.918, -2.954)
N (2.752, -5.716, -2.480)
N (3.326, 3.821, 9.891)
N (4.226, 1.572, 5.967)
N (-12.033, -0.764, -2.262)
N (-2.385, -5.321, 2.206)
N (-7.309, -0.642, 0.080)
N (0.118, -7.051, -0.306)
N (-1.591, -10.175, 0.486)
N (0.643, -0.308, 2.335)
N (3.702, 3.700, -7.005)
N (10.528, 8.881, -1.681)
N (-10.764, -1.584, 2.078)
N (-2.916, 1.039, -2.491)
C (5.230, 4.343, -0.133)
C (-1.648, -1.606, 1.186)
C (1.811, 2.768, 2.002)
C (0.488, -1.785, -2.451)
C (1.034, -0.275, 0.980)
C (-2.316, -0.348, 0.651)
C (-7.054, 4.389, -3.179)
C (1.917, -0.118, -1.662)
C (1.305, -7.898, -0.041)
C (4.306, 2.850, 10.454)
C (2.627, 1.532, 1.673)
C (-2.886, -5.806, 0.893)
C (-13.268, -0.053, -1.833)
C (2.164, -0.321, -3.121)
C (-10.700, -2.422, 3.305)
C (-4.226, 1.096, 1.602)
C (0.921, -1.021, -1.281)
C (3.607, 1.674, -1.160)
C (9.482, 8.061, -2.354)
C (1.177, -0.663, 4.610)
C (-8.303, -1.394, -0.731)
C (2.502, 0.734, -0.739)
C (4.533, 3.027, 6.003)
C (-2.616, -10.968, -0.246)
C (1.359, -0.963, 3.164)
C (3.214, 3.155, -1.134)
C (2.387, -1.976, 2.743)
C (2.037, 0.644, 0.601)
C (-3.746, -0.298, 1.239)
C (4.391, 4.100, -1.410)
C (3.755, 2.706, -5.898)
C (7.126, 1.662, -4.162)
C (2.704, -4.490, -3.321)
C (-3.428, 1.129, -3.885)
C (0.442, -1.142, 0.031)
H (-0.917, -2.439, -0.513)
H (-2.409, -12.017, -0.059)
H (-13.539, 0.659, -2.603)
H (2.657, 3.456, -0.258)
H (1.206, -8.817, -0.601)
H (-1.352, -1.512, 2.223)
H (9.650, 7.026, -2.074)
H (-6.391, 4.849, -2.453)
H (3.867, 1.411, -2.179)
H (-5.148, 1.000, 2.179)
H (3.408, 3.177, -4.986)
H (-8.080, 4.706, -3.021)
H (-2.383, -2.403, 1.181)
H (-2.763, 1.791, -4.431)
H (-3.492, -6.687, 1.083)
H (-1.809, 0.529, 1.056)
H (8.511, 8.403, -2.021)
H (-3.594, -10.687, 0.125)
H (-9.172, -0.761, -0.854)
H (0.642, -0.962, -4.279)
H (5.342, 3.208, 5.302)
H (2.054, -3.781, -2.821)
H (-11.058, -1.833, 4.141)
H (9.600, 8.198, -3.424)
H (-4.438, 1.521, -3.851)
H (4.488, 1.455, -0.557)
H (3.116, 1.872, -6.170)
H (4.786, 2.384, -5.805)
H (5.293, 3.289, 10.350)
H (-3.522, 1.606, 2.257)
H (2.549, 3.316, -1.982)
H (-14.043, -0.801, -1.698)
H (2.682, -2.559, 3.612)
H (4.822, 3.285, 7.014)
H (3.287, -1.443, 2.429)
H (-4.481, 1.705, 0.741)
H (-3.413, 0.129, -4.309)
H (-2.511, -10.734, -1.301)
H (-9.663, -2.713, 3.443)
H (2.176, -7.339, -0.368)
H (1.336, -8.097, 1.025)
H (3.593, 1.899, 1.346)
H (2.123, -0.303, 5.007)
H (-3.475, -5.016, 0.439)
H (4.226, 1.923, 9.898)
H (6.872, 2.448, -4.864)
H (0.414, 0.093, 4.750)
H (2.727, 1.021, 2.622)
H (2.013, -2.619, 1.954)
H (-11.328, -3.292, 3.137)
H (-13.044, 0.445, -0.894)
H (-6.732, 4.592, -4.193)
H (6.350, 0.902, -4.120)
H (-2.360, -0.316, -0.428)
H (-8.552, -2.288, -0.178)
H (3.718, -4.106, -3.392)
H (-2.025, -6.045, 0.279)
H (7.310, 2.080, -3.177)
H (4.056, 2.707, 11.500)
H (-7.853, -1.637, -1.687)
H (2.314, -4.759, -4.295)
H (3.634, 3.560, 5.705)
H (-4.459, -0.832, 0.608)
H (-3.693, -0.855, 2.180)
H (0.909, -1.583, 5.131)

Atoms 1-3, force components in eV/Å:
0.02 -0.11 -0.09
0.41 -0.24 0.61
0.05 -0.02 -0.07

Entry from the Open Molecules 2025 dataset: a cluster of 11 separate species, C35H66O33 in total (ωB97M-V/def2-TZVPD).

Values from the calculation:
E_HOMO in eV: -10.66
Lowest unoccupied orbital energy in Ha: 0.003
Electronic energy in eV: -104924.3543

Cartesian coordinates (Å):
O (2.153, -2.418, 8.564)
O (0.357, -2.608, 7.193)
O (-4.773, 3.306, -11.192)
O (-9.047, -0.487, 6.971)
O (-9.813, -8.382, 4.282)
O (-5.040, 1.576, -9.890)
O (5.112, -0.336, -8.818)
O (6.106, 0.482, -10.642)
O (-8.902, 1.696, 6.415)
O (-3.259, 3.005, -9.525)
O (6.750, -4.794, -5.955)
O (1.911, 4.272, 11.691)
O (0.079, -2.709, 9.357)
O (0.427, 2.577, 12.389)
O (0.653, 3.328, 10.253)
O (-10.864, 0.865, 6.301)
O (4.191, -5.920, 1.324)
O (8.900, -4.783, -6.116)
O (-6.811, 8.732, 0.246)
O (7.466, 7.161, -4.561)
O (-3.839, 0.238, 0.726)
O (-5.992, 7.245, -1.179)
O (-6.402, 9.375, -1.862)
O (7.179, 0.342, -8.639)
O (6.365, -5.798, 0.993)
O (7.962, -6.676, -5.278)
O (-8.189, -7.040, 5.155)
O (5.302, -3.863, 1.328)
O (-7.847, -7.656, 3.088)
O (5.461, 6.876, -5.619)
O (-1.675, 0.422, 1.119)
O (5.686, 7.759, -3.560)
O (-2.204, 0.024, -0.907)
C (8.303, 6.578, -5.602)
C (-5.059, 6.963, -2.193)
C (7.893, -5.491, -5.699)
C (-6.715, 7.862, 1.322)
C (0.042, 0.387, -1.963)
C (-7.548, 1.863, 6.599)
C (-6.461, 8.499, -0.996)
C (6.133, 7.334, -4.720)
C (0.816, -2.703, 8.412)
C (0.886, 3.337, 11.544)
C (-11.760, -0.222, 6.080)
C (5.235, -5.078, 1.202)
C (-8.843, -7.184, 6.393)
C (3.887, -0.618, -9.423)
C (4.618, -7.253, 1.406)
C (-8.750, -7.724, 4.138)
C (8.451, 0.341, -9.163)
C (5.459, -5.353, -5.836)
C (2.618, 4.474, 12.875)
C (6.880, -7.131, 2.787)
C (3.016, -2.006, 7.453)
C (-6.949, -6.539, 2.878)
C (-0.967, -2.903, 6.861)
C (-0.783, -0.265, -0.882)
C (-9.576, 0.590, 6.640)
C (-2.671, 0.316, 0.335)
C (6.189, -7.098, 1.380)
C (-4.597, 0.486, -9.150)
C (4.259, 7.684, -3.446)
C (6.104, 0.250, -9.433)
C (-4.097, 4.450, -11.839)
C (10.132, -5.453, -6.248)
C (1.034, 4.276, 9.233)
C (-4.295, 2.685, -10.075)
C (-0.485, 0.331, 0.480)
H (-1.229, -3.927, 7.127)
H (-8.280, -6.878, 7.275)
H (6.787, -7.629, 0.639)
H (7.846, 5.716, -6.089)
H (0.494, 1.316, -1.616)
H (4.928, -5.605, -6.753)
H (-9.089, -8.239, 6.507)
H (-4.717, 5.273, -11.485)
H (0.862, -0.163, -2.425)
H (10.881, -4.826, -6.733)
H (3.901, 6.656, -3.513)
H (0.619, 5.279, 9.335)
H (-1.521, -2.386, 7.644)
H (3.336, 5.244, 12.593)
H (10.030, -6.435, -6.710)
H (8.472, 0.528, -10.236)
H (8.567, 7.346, -6.328)
H (2.103, 4.347, 9.030)
H (-7.293, 2.845, 6.201)
H (3.891, 7.986, -2.466)
H (4.186, -7.644, 0.485)
H (2.959, -0.136, -9.117)
H (-7.112, 6.924, 0.934)
H (3.070, 3.566, 13.273)
H (4.450, -7.663, 2.403)
H (-7.212, 1.063, 5.939)
H (-0.001, -0.388, 1.142)
H (-7.326, -6.089, 1.960)
H (-12.055, -0.248, 5.031)
H (0.662, 3.889, 8.284)
H (4.798, -4.592, -5.421)
H (5.480, -6.202, -5.152)
H (-4.386, 0.728, -8.108)
H (2.011, 4.912, 13.667)
H (-5.357, -0.275, -8.975)
H (10.587, -5.635, -5.275)
H (-5.959, -6.996, 2.890)
H (-1.152, -2.711, 5.804)
H (-3.068, 4.699, -11.576)
H (-7.239, 1.668, 7.626)
H (3.636, -1.678, -9.402)
H (0.053, 1.278, 0.456)
H (3.784, 8.160, -4.304)
H (-9.747, -6.575, 6.363)
H (-7.093, -5.758, 3.624)
H (2.490, -1.248, 6.872)
H (-7.124, 8.217, 2.268)
H (-4.280, 7.724, -2.151)
H (-5.452, 6.906, -3.208)
H (-11.396, -1.242, 6.207)
H (-4.648, 5.954, -2.157)
H (-3.721, 0.142, -9.700)
H (6.144, -6.884, 3.552)
H (-4.157, 4.168, -12.890)
H (3.304, -2.721, 6.683)
H (9.283, 6.244, -5.260)
H (-5.703, 7.606, 1.636)
H (3.992, -1.688, 7.819)
H (-12.679, -0.170, 6.663)
H (8.824, -0.683, -9.143)
H (7.168, -8.115, 3.156)
H (9.031, 1.087, -8.620)
H (3.933, -0.265, -10.454)
H (-0.636, 0.664, -2.770)
H (7.825, -6.611, 2.946)
H (-0.558, -1.325, -0.995)

Atoms 1-3, force components in eV/Å:
0.11 -0.82 -0.96
2.71 -0.55 -2.70
0.42 -0.54 0.82

Entry from the Open Molecules 2025 dataset: a structure of composition C35H68HfN6P (ωB97M-V/def2-TZVPD).

Values from the calculation:
E_HOMO in eV: -16.54
Lowest unoccupied orbital energy in Ha: -0.340
Electronic energy in eV: -56912.2005
Charge: +3

Cartesian coordinates (Å):
Hf (0.012, 0.077, -0.241)
P (2.786, 0.625, -0.553)
N (-1.169, 0.625, 1.488)
N (-2.833, 1.249, 3.092)
N (0.418, 3.269, -2.036)
N (0.978, 4.627, -0.352)
N (0.224, 2.395, 0.127)
N (-3.368, 1.211, 0.958)
C (4.122, -0.560, -0.182)
C (5.537, -0.040, -0.453)
C (-1.169, -4.298, 2.032)
C (-2.924, -3.660, -1.233)
C (3.013, -3.759, -0.594)
C (1.184, 5.458, -1.558)
C (-0.819, 2.740, -2.605)
C (-2.172, 0.974, 4.371)
C (-4.004, -1.530, -0.469)
C (1.118, -4.445, -2.028)
C (-2.780, -2.449, 2.423)
C (1.314, 5.248, 0.937)
C (2.523, -2.554, -2.816)
C (3.412, 2.120, 0.293)
C (0.269, 2.535, 1.597)
C (-2.782, -1.617, -2.628)
C (1.728, 0.585, -3.210)
C (-2.397, 1.007, 1.858)
C (-0.801, -2.265, 0.734)
C (-0.441, -2.245, 3.228)
C (-1.326, -2.762, 2.083)
C (-4.238, 1.717, 3.082)
C (-4.608, 1.682, 1.593)
C (0.905, -2.379, -0.844)
C (0.614, -2.421, 0.526)
C (0.520, 3.414, -0.659)
C (0.959, 4.473, -2.703)
C (-3.117, 1.485, -0.432)
C (2.912, 1.035, -2.337)
C (3.718, 1.913, 1.778)
C (1.943, -3.221, -1.561)
C (-0.007, 1.158, 2.184)
C (-2.766, -2.130, -1.174)
C (-0.251, -1.856, -1.464)
C (-1.367, -1.896, -0.524)
H (0.392, -4.175, -2.799)
H (1.227, 2.910, 1.950)
H (-4.396, -0.682, -1.031)
H (-0.827, -2.625, 4.176)
H (-2.469, 0.718, -0.868)
H (4.007, -0.855, 0.864)
H (-3.479, -2.900, 1.719)
H (3.843, 0.602, -2.700)
H (-3.810, -1.203, 0.541)
H (1.803, -5.186, -2.451)
H (2.954, -1.574, -2.617)
H (1.945, -0.320, -3.772)
H (-0.123, -4.600, 1.928)
H (3.986, 2.861, 2.247)
H (-0.685, 2.588, -3.672)
H (-1.671, 3.409, -2.450)
H (0.590, -4.915, -1.192)
H (0.596, -2.579, 3.154)
H (1.888, 4.231, -3.216)
H (0.662, 4.921, 1.734)
H (-4.847, 1.037, 3.673)
H (1.286, -2.812, 1.277)
H (-0.518, 3.203, 1.957)
H (6.240, -0.865, -0.325)
H (-2.971, -1.375, 2.476)
H (5.839, 0.749, 0.237)
H (2.867, 1.498, 2.327)
H (2.193, 5.864, -1.558)
H (2.708, 2.936, 0.140)
H (-2.194, -2.238, -3.307)
H (0.256, 4.852, -3.442)
H (-2.941, 0.937, 5.140)
H (3.403, -3.014, 0.094)
H (-1.544, -4.720, 2.966)
H (-5.424, 0.992, 1.383)
H (-4.807, -2.270, -0.432)
H (-1.672, 0.010, 4.359)
H (-2.031, -4.142, -1.641)
H (-4.046, 1.410, -0.987)
H (-1.735, -4.741, 1.211)
H (-3.771, -3.910, -1.877)
H (3.031, 2.117, -2.385)
H (0.859, 0.473, 2.003)
H (-2.432, -0.582, -2.719)
H (1.175, 6.319, 0.821)
H (-0.409, -1.951, -2.525)
H (3.310, -3.182, -3.237)
H (1.445, 1.359, -3.922)
H (3.938, -1.446, -0.773)
H (-3.127, -4.079, -0.245)
H (-3.809, -1.643, -2.995)
H (-4.880, 2.663, 1.208)
H (-4.310, 2.711, 3.518)
H (2.608, -4.576, 0.011)
H (3.851, -4.170, -1.159)
H (0.818, 0.361, -2.630)
H (2.355, 5.071, 1.209)
H (-1.471, 1.763, 4.648)
H (-2.999, -2.871, 3.406)
H (5.660, 0.330, -1.473)
H (4.558, 1.235, 1.927)
H (-0.127, 1.209, 3.257)
H (-2.678, 2.469, -0.591)
H (1.758, -2.435, -3.588)
H (-1.071, 1.771, -2.181)
H (-0.447, -1.157, 3.272)
H (0.482, 6.290, -1.550)
H (4.319, 2.384, -0.252)

Atoms 1-3, force components in eV/Å:
0.62 0.33 1.57
-0.18 -0.20 0.27
0.04 -0.27 -0.07